The following is a quantum chemistry calculation of 3 unconnected molecules or ions with the total composition C4H7Cl2FO, from the Open Molecules 2025 dataset.

Geometry as XYZ:
```
15
Properties=species:S:1:pos:R:3:nbo_charge:R:1
C -0.652 1.454 -1.249 -0.448
C -1.033 0.223 -1.540 0.364
F -0.360 -0.620 -2.388 -0.328
C -2.365 -0.368 -1.190 -0.219
Cl -2.962 0.311 0.456 -0.044
Cl -2.178 -2.204 -1.126 -0.041
H 0.328 1.608 -1.587 0.218
H -0.992 2.198 -0.651 0.231
H -3.250 -0.197 -1.984 0.267
H 1.029 -0.476 -0.488 0.024
H 1.499 -0.489 -1.046 -0.035
C -0.116 -2.250 1.307 0.294
O -0.204 -1.154 0.741 -0.528
H -0.222 -2.298 2.460 0.115
H 0.165 -3.221 0.839 0.131
```

## Properties
Spin multiplicity = 1
SMILES string = C=C(F)C(Cl)Cl.[H][H].C=O
Energy relative to the best compared isomer or geometry (same formula, charge and spin) = 68.5 kcal per mole
HOMO-LUMO gap = 10.452 eV
DFT total energy = -1251.95702 a.u.